(a)
Entry from the OMol25 dataset: the molecule C5H8O (ωB97M-V/def2-TZVPD).

Cartesian coordinates (Å):
1 O 1.08353 -0.19602 -1.07345
2 C -2.13216 -0.91891 -1.66657
3 C 1.50002 0.70783 1.08976
4 C -1.50798 -0.74957 -0.65153
5 C 0.46145 0.47004 0.00923
6 C -0.70009 -0.40135 0.50907
7 H -0.30102 -1.30492 0.98100
8 H -2.82741 -1.09422 -2.45082
9 H 0.05085 1.43983 -0.31985
10 H 1.06075 1.23494 1.94480
11 H -1.32479 0.11323 1.24663
12 H 1.90917 -0.24638 1.43739
13 H 2.32071 1.31266 0.69665
14 H 0.40419 -0.37022 -1.75044

Results
Kohn-Sham gap = 11.08 eV
charge = 0
SMILES = C#CC[C@@H](C)O
LUMO level = 1.005 eV

Just the Löwdin charges please, in e? Sure, here they are:
1. O -0.046
2. C 0.121
3. C -0.051
4. C -0.150
5. C -0.465
6. C -0.163
7. H 0.127
8. H 0.028
9. H 0.145
10. H 0.084
11. H 0.127
12. H 0.085
13. H 0.082
14. H 0.077

(b)
Entry from the OMol25 dataset: the molecule C5H8O (ωB97M-V/def2-TZVPD).

Cartesian coordinates (Å):
1 O 0.05995 -1.16618 0.08306
2 C -0.77849 0.87897 -0.45583
3 C 0.38010 1.49794 0.33462
4 C -0.57820 -0.51321 -0.87518
5 C -0.95186 1.38430 0.96399
6 C 0.81304 -2.25324 -0.46525
7 H 1.49880 -2.58762 0.31337
8 H 0.75345 2.46193 0.00692
9 H 0.15552 -3.05238 -0.80808
10 H -1.10076 0.64173 1.74085
11 H -1.55837 2.27981 1.05356
12 H -1.20677 1.49166 -1.24237
13 H 1.37473 -1.85557 -1.30964
14 H 1.13887 0.79185 0.65998

Results
Kohn-Sham gap = 9.09 eV
charge = 0
LUMO level = 0.914 eV

Just the Löwdin charges please, in e? Sure, here they are:
1. O -0.176
2. C -0.283
3. C -0.109
4. C -0.024
5. C -0.111
6. C -0.077
7. H 0.088
8. H 0.103
9. H 0.087
10. H 0.104
11. H 0.103
12. H 0.114
13. H 0.081
14. H 0.100

(c)
Entry from the OMol25 dataset: the molecule C5H8O (ωB97M-V/def2-TZVPD).

Cartesian coordinates (Å):
1 O 0.78014 1.75551 -0.01542
2 C 2.00160 1.29358 -0.54125
3 C -0.33158 1.22940 -0.70361
4 C -1.04150 -1.13876 0.31104
5 C -1.50296 -2.22120 1.18259
6 C -0.67954 -0.13340 -0.24831
7 H 2.00642 0.19957 -0.64448
8 H -1.62726 -3.17935 0.67270
9 H -0.78700 -2.35811 2.00133
10 H 2.21270 1.73845 -1.52684
11 H -1.18384 1.87289 -0.46058
12 H -0.16941 1.29823 -1.79328
13 H -2.47113 -1.94655 1.61527
14 H 2.79336 1.58973 0.15085

Results
Kohn-Sham gap = 10.57 eV
charge = 0
SMILES = CC#CCOC
LUMO level = 1.009 eV

Just the Löwdin charges please, in e? Sure, here they are:
1. O -0.187
2. C -0.120
3. C -0.246
4. C -0.080
5. C -0.107
6. C -0.003
7. H 0.087
8. H 0.072
9. H 0.081
10. H 0.088
11. H 0.126
12. H 0.122
13. H 0.079
14. H 0.089

Verdict on stability: (b) comes out at the bottom.

(a)
Entry from the OMol25 dataset: a structure of composition C5H8O (ωB97M-V/def2-TZVPD).

Cartesian coordinates (Å):
1 O 0.36261 -0.99693 -0.63729
2 C 0.26640 1.07469 0.13250
3 C -0.53403 -0.23821 0.19867
4 C 1.51399 0.28040 -0.07246
5 C 2.51447 -0.44382 0.24387
6 C -1.93016 -0.20916 -0.38110
7 H -0.53952 -0.63626 1.22380
8 H 3.45766 -0.26539 0.73775
9 H -2.58267 0.44226 0.21152
10 H 0.28707 1.71832 1.01701
11 H -1.90152 0.15819 -1.41178
12 H -0.01102 1.65352 -0.75486
13 H 1.45326 -1.32068 -0.12059
14 H -2.35654 -1.21692 -0.38705

Results
Kohn-Sham gap = 9.97 eV
charge = 0
LUMO level = 0.972 eV

Just the Löwdin charges please, in e? Sure, here they are:
1. O -0.158
2. C -0.089
3. C -0.427
4. C -0.157
5. C 0.053
6. C -0.049
7. H 0.147
8. H 0.048
9. H 0.083
10. H 0.121
11. H 0.085
12. H 0.120
13. H 0.141
14. H 0.082

(b)
Entry from the OMol25 dataset: the molecule C5H8O (ωB97M-V/def2-TZVPD).

Cartesian coordinates (Å):
1 O 2.77148 -0.83451 -0.34315
2 C -0.42435 0.35628 -0.56210
3 C -1.40270 -0.77404 -0.41202
4 C -0.03539 1.00164 0.92307
5 C 0.96356 0.65991 -0.10484
6 C 1.66955 -0.61292 0.09029
7 H -1.21679 -1.28745 0.52742
8 H 1.48694 1.42711 -0.65415
9 H 0.20238 0.46549 1.87277
10 H -1.51828 -1.48249 -1.23861
11 H -0.57820 0.86104 -1.54070
12 H -2.36631 -0.25374 -0.30211
13 H 1.04507 -1.40437 0.56817
14 H -0.59696 1.87808 1.17598

Results
Kohn-Sham gap = 10.10 eV
charge = 0
SMILES = C[C@H]1C[C@H]1C=O
LUMO level = 1.029 eV

Just the Löwdin charges please, in e? Sure, here they are:
1. O 0.060
2. C -0.231
3. C -0.104
4. C -0.041
5. C -0.288
6. C -0.251
7. H 0.067
8. H 0.148
9. H 0.118
10. H 0.075
11. H 0.144
12. H 0.083
13. H 0.136
14. H 0.084

(c)
Entry from the OMol25 dataset: the molecule C5H8O (ωB97M-V/def2-TZVPD).

Cartesian coordinates (Å):
1 O 1.94957 0.31730 1.46613
2 C 0.09501 -0.26440 -1.06926
3 C 2.20504 -0.60614 0.42058
4 C 1.20961 -0.43106 -0.63977
5 C -1.85072 0.81322 0.00838
6 C -1.35282 -0.35561 -0.85715
7 H 2.03299 -1.59461 0.85938
8 H 1.76262 1.16586 1.04539
9 H -2.30350 1.60747 -0.58814
10 H 3.24269 -0.56703 0.07403
11 H -1.02530 1.23931 0.58623
12 H -1.42201 -1.27806 -0.27168
13 H -1.94886 -0.50256 -1.75797
14 H -2.59431 0.45631 0.72385

Results
Kohn-Sham gap = 10.51 eV
charge = 0
SMILES = CCC#CCO
LUMO level = 0.969 eV

Just the Löwdin charges please, in e? Sure, here they are:
1. O -0.066
2. C -0.044
3. C -0.273
4. C -0.013
5. C -0.094
6. C -0.250
7. H 0.123
8. H 0.084
9. H 0.071
10. H 0.109
11. H 0.067
12. H 0.113
13. H 0.102
14. H 0.071

(d)
Entry from the OMol25 dataset: the molecule C5H8O (ωB97M-V/def2-TZVPD).

Cartesian coordinates (Å):
1 O -2.11763 0.14220 0.43861
2 C -1.58095 -0.31831 -0.53936
3 C 1.01822 0.16109 0.99700
4 C -0.33879 0.26392 -1.18101
5 C 0.59036 0.97741 -0.19723
6 C 0.70231 -1.10496 1.25200
7 H 0.12371 -1.71542 0.55875
8 H 0.96638 -1.57739 2.19315
9 H 1.47160 1.34057 -0.74704
10 H 0.08183 1.86686 0.19800
11 H 0.17607 -0.51765 -1.75435
12 H 1.59236 0.72010 1.73847
13 H -0.69851 0.99071 -1.92264
14 H -1.98696 -1.22912 -1.03434

Results
Kohn-Sham gap = 10.67 eV
charge = 0
SMILES = C=CCCC=O
LUMO level = 1.050 eV

Just the Löwdin charges please, in e? Sure, here they are:
1. O 0.054
2. C -0.295
3. C -0.178
4. C -0.175
5. C -0.209
6. C 0.003
7. H 0.055
8. H 0.058
9. H 0.113
10. H 0.117
11. H 0.116
12. H 0.099
13. H 0.122
14. H 0.122

Verdict on stability: (a) comes out at the bottom.

(a)
Entry from the OMol25 dataset: the molecule C5H8O (ωB97M-V/def2-TZVPD).

Cartesian coordinates (Å):
1 O 0.00158 -0.27069 1.79324
2 C -0.22082 -0.25959 -0.67567
3 C -0.67580 0.91468 -0.96078
4 C 0.18364 -0.96358 0.55555
5 C 1.65602 -1.36407 0.50086
6 C -1.48412 1.89507 -1.51215
7 H -1.08113 2.87580 -1.74501
8 H -0.51607 1.81915 -0.23219
9 H -0.41668 -1.89080 0.55950
10 H -0.94555 -0.13110 1.91530
11 H 1.86390 -1.89986 -0.42836
12 H -2.55215 1.74342 -1.66570
13 H 2.28372 -0.46853 0.54002
14 H 1.90346 -1.99991 1.35541

Results
Kohn-Sham gap (alpha / beta) = 7.63 / 7.63 eV
charge = 0
LUMO level (alpha / beta) = -0.199 / -0.198 eV

Just the Löwdin charges please, in e? Sure, here they are:
1. O -0.051
2. C 0.054
3. C -0.279
4. C -0.479
5. C -0.060
6. C 0.023
7. H 0.059
8. H 0.184
9. H 0.144
10. H 0.090
11. H 0.080
12. H 0.069
13. H 0.086
14. H 0.079

(b)
Entry from the OMol25 dataset: the molecule C5H8O (ωB97M-V/def2-TZVPD).

Cartesian coordinates (Å):
1 O -0.23061 0.45390 -1.74891
2 C 0.93219 0.63867 -0.97096
3 C -1.59688 0.15356 0.34786
4 C -0.42647 1.12308 -0.56327
5 C 1.32059 -0.58292 -0.18180
6 C 0.33213 -0.39250 0.91493
7 H 1.17116 -1.50175 -0.75908
8 H -2.40526 0.55109 -0.27317
9 H -1.74803 -0.93436 0.28841
10 H 1.66586 1.34108 -1.36242
11 H 0.58104 0.41574 1.59896
12 H -1.79116 0.51379 1.35857
13 H -0.09502 -1.26081 1.41127
14 H 2.35483 -0.54914 0.17800

Results
Kohn-Sham gap (alpha / beta) = 7.72 / 7.72 eV
charge = 0
LUMO level (alpha / beta) = 0.271 / 0.272 eV

Just the Löwdin charges please, in e? Sure, here they are:
1. O -0.020
2. C -0.305
3. C -0.112
4. C -0.110
5. C -0.170
6. C -0.063
7. H 0.126
8. H 0.066
9. H 0.064
10. H 0.136
11. H 0.105
12. H 0.073
13. H 0.090
14. H 0.120

Verdict on stability: (b) comes out at the bottom.

(a)
Entry from the OMol25 dataset: the molecule C5H8O (ωB97M-V/def2-TZVPD).

Cartesian coordinates (Å):
1 O -1.10108 -0.23811 1.30758
2 C 1.64311 0.50096 0.37004
3 C 0.42735 0.46103 -0.53806
4 C -1.64842 -0.67289 0.04853
5 C -0.91775 0.59060 0.17421
6 C -0.85092 -1.59279 -0.78545
7 H 1.50892 -0.18917 1.20924
8 H -0.14049 -2.11850 -0.11700
9 H 0.38947 -0.49561 -1.13392
10 H -1.39733 1.56939 0.24003
11 H 0.48171 1.18553 -1.35695
12 H 1.79048 1.50598 0.77960
13 H -2.73239 -0.72605 -0.01979
14 H 2.54731 0.21962 -0.17805

Results
Kohn-Sham gap = 8.71 eV
charge = 0
LUMO level = -0.333 eV

Just the Löwdin charges please, in e? Sure, here they are:
1. O -0.025
2. C -0.078
3. C -0.212
4. C -0.353
5. C -0.273
6. C 0.184
7. H 0.079
8. H 0.043
9. H 0.060
10. H 0.149
11. H 0.129
12. H 0.081
13. H 0.137
14. H 0.078

(b)
Entry from the OMol25 dataset: a cluster of 2 separate species, C5H8O in total (ωB97M-V/def2-TZVPD).

Cartesian coordinates (Å):
1 O 0.19667 -0.95614 2.04714
2 C -0.16187 1.41900 -0.15420
3 C 0.83316 -0.56791 -0.70974
4 C -1.18415 0.54432 -0.24020
5 C -0.65266 -0.77318 -0.73977
6 C 1.09975 0.72527 -0.45060
7 H -0.39089 -0.35604 1.56452
8 H -2.22984 0.74574 -0.03486
9 H -1.01614 -1.67614 -0.24045
10 H 2.08091 1.18776 -0.41655
11 H -0.23996 2.46995 0.10268
12 H -0.94349 -0.84471 -1.79934
13 H 1.05832 -0.54688 1.90762
14 H 1.55019 -1.37103 -0.83625

Results
Kohn-Sham gap = 9.88 eV
charge = 0
SMILES = C1=CCC=C1.O
LUMO level = 0.986 eV

Just the Löwdin charges please, in e? Sure, here they are:
1. O -0.065
2. C -0.099
3. C -0.111
4. C -0.120
5. C -0.202
6. C -0.109
7. H -0.003
8. H 0.106
9. H 0.121
10. H 0.100
11. H 0.102
12. H 0.133
13. H 0.036
14. H 0.110

(c)
Entry from the OMol25 dataset: the molecule C5H8O (ωB97M-V/def2-TZVPD).

Cartesian coordinates (Å):
1 O 1.64280 0.95929 0.66107
2 C -1.00310 -0.55797 -0.62099
3 C 1.25043 -0.80192 -1.87891
4 C 0.48561 -0.59806 -0.84930
5 C -1.50571 0.77972 -0.07446
6 C 1.46598 -0.39538 0.32772
7 H -1.52017 -0.80551 -1.55360
8 H 2.42458 -0.89709 0.14223
9 H -1.24132 -1.36062 0.08956
10 H -1.36611 1.57629 -0.81168
11 H -0.96605 1.06759 0.83212
12 H 2.11780 1.37373 -0.07130
13 H -2.57383 0.71289 0.15955
14 H 1.01016 -0.87720 1.19833

Results
Kohn-Sham gap = 10.07 eV
charge = 0
LUMO level = -0.025 eV

Just the Löwdin charges please, in e? Sure, here they are:
1. O -0.056
2. C -0.221
3. C 0.247
4. C -0.400
5. C -0.097
6. C -0.261
7. H 0.110
8. H 0.109
9. H 0.115
10. H 0.081
11. H 0.068
12. H 0.100
13. H 0.074
14. H 0.132

Verdict on stability: (a) comes out at the bottom.

(a)
Entry from the OMol25 dataset: the molecule C5H8O (ωB97M-V/def2-TZVPD).

Cartesian coordinates (Å):
1 O 0.29878 -0.35475 1.76239
2 C 0.21518 -0.94174 0.46035
3 C -0.45121 -0.22950 -0.65924
4 C -1.73911 1.82208 -1.13043
5 C -0.73193 1.17626 -0.50657
6 C 1.67004 -1.26389 0.06800
7 H -0.59689 -0.29237 2.11581
8 H -0.31146 -1.91102 0.52420
9 H 1.73166 -1.70967 -0.92613
10 H 2.08436 -1.95823 0.80581
11 H -1.83384 2.90257 -1.04466
12 H -2.52085 1.31456 -1.68994
13 H 2.27425 -0.35133 0.09482
14 H -0.08899 1.79702 0.12559

Results
Kohn-Sham gap (alpha / beta) = 7.62 / 7.47 eV
charge = 0
LUMO level (alpha / beta) = -0.733 / -0.678 eV

Just the Löwdin charges please, in e? Sure, here they are:
1. O -0.060
2. C -0.500
3. C 0.086
4. C 0.040
5. C -0.223
6. C -0.051
7. H 0.091
8. H 0.140
9. H 0.079
10. H 0.082
11. H 0.060
12. H 0.063
13. H 0.085
14. H 0.107

(b)
Entry from the OMol25 dataset: the molecule C5H8O (ωB97M-V/def2-TZVPD).

Cartesian coordinates (Å):
1 O -1.32309 0.49505 0.23435
2 C 0.54627 -1.05542 0.63026
3 C -1.32640 -0.01230 -1.07935
4 C 1.07175 0.90573 0.12674
5 C -0.10521 0.30974 0.92627
6 C 1.23971 -0.43275 -0.58794
7 H 1.96089 1.03132 0.75777
8 H -0.28952 0.62498 1.95830
9 H -0.08116 -1.94399 0.50345
10 H 0.91389 1.81928 -0.45644
11 H 1.33857 -1.28665 1.35353
12 H -0.30226 -0.20304 -1.48542
13 H -1.78798 0.71942 -1.74689
14 H -1.85547 -0.97137 -1.13463

Results
Kohn-Sham gap = 8.61 eV
charge = 0
LUMO level = 0.065 eV

Just the Löwdin charges please, in e? Sure, here they are:
1. O -0.147
2. C -0.179
3. C -0.102
4. C -0.177
5. C -0.337
6. C 0.067
7. H 0.126
8. H 0.143
9. H 0.111
10. H 0.115
11. H 0.125
12. H 0.049
13. H 0.103
14. H 0.102

Verdict on stability: (b) comes out at the bottom.

(a)
Entry from the OMol25 dataset: the molecule C5H8O (ωB97M-V/def2-TZVPD).

Cartesian coordinates (Å):
1 O -0.42694 0.48546 1.53827
2 C -1.25366 0.74855 0.45520
3 C 0.76269 0.91217 0.93428
4 C 0.87471 -1.10527 -0.46326
5 C -1.69060 -0.21216 -0.35118
6 C 1.46954 0.12194 0.12167
7 H -1.67310 -1.24818 -0.04379
8 H 0.99032 1.96001 1.10844
9 H 1.48922 -1.75568 -1.07930
10 H -2.10502 0.02551 -1.32060
11 H -1.45283 1.80483 0.30403
12 H 2.36489 0.50409 -0.35455
13 H 0.27412 -1.69870 0.23627
14 H 0.28493 -0.49540 -1.16234

Results
Kohn-Sham gap = 10.27 eV
charge = 0
SMILES = C=CO/C=C\C
LUMO level = 1.141 eV

Just the Löwdin charges please, in e? Sure, here they are:
1. O -0.077
2. C -0.248
3. C -0.179
4. C -0.101
5. C 0.000
6. C -0.124
7. H 0.070
8. H 0.120
9. H 0.078
10. H 0.073
11. H 0.122
12. H 0.106
13. H 0.082
14. H 0.076

(b)
Entry from the OMol25 dataset: a cluster of 2 separate species, C5H8O in total (ωB97M-V/def2-TZVPD).

Cartesian coordinates (Å):
1 O -1.19239 0.96019 2.62413
2 C 1.43180 -0.74749 0.97194
3 C -0.96131 0.57761 -1.83283
4 C 0.76421 0.09527 -0.07539
5 C -0.31039 -0.26380 -0.77495
6 C -1.69094 0.10398 2.06691
7 H -0.45976 1.54587 -1.93352
8 H 1.21252 1.07238 -0.26671
9 H 2.41883 -1.08159 0.62765
10 H 1.59046 -0.18287 1.90000
11 H -2.01699 0.76198 -1.59871
12 H -0.93274 0.07666 -2.80824
13 H -0.76592 -1.23698 -0.57972
14 H 0.83763 -1.63823 1.20821

Results
Kohn-Sham gap = 10.41 eV
charge = 0
LUMO level = 1.208 eV

Just the Löwdin charges please, in e? Sure, here they are:
1. O 0.024
2. C -0.124
3. C -0.111
4. C -0.213
5. C -0.222
6. C 0.014
7. H 0.072
8. H 0.105
9. H 0.072
10. H 0.067
11. H 0.070
12. H 0.071
13. H 0.102
14. H 0.072

Verdict on stability: (a) comes out at the bottom.

(a)
Entry from the OMol25 dataset: the ion CH5N4 with charge +1 (ωB97M-V/def2-TZVPD).

Cartesian coordinates (Å):
1 N -1.21396 0.02524 -0.58267
2 N -0.80120 -0.38829 0.60665
3 N 1.80057 0.53335 0.44141
4 N 1.56064 -0.43514 -0.68270
5 C 0.94096 -0.41885 0.49732
6 H -1.14232 0.16041 1.45725
7 H 1.79880 1.42588 0.08854
8 H -1.23584 1.05432 -0.61084
9 H -0.89551 -1.37896 0.59953
10 H 2.18823 -1.25230 -0.94735

Results
Kohn-Sham gap (alpha / beta) = 9.23 / 8.57 eV
charge = +1
LUMO level (alpha / beta) = -6.243 / -6.339 eV

Just the Löwdin charges please, in e? Sure, here they are:
1. N 0.128
2. N -0.025
3. N 0.184
4. N 0.112
5. C -0.153
6. H 0.218
7. H 0.117
8. H 0.099
9. H 0.146
10. H 0.173

(b)
Entry from the OMol25 dataset: the ion CH5N4 with charge +1 (ωB97M-V/def2-TZVPD).

Cartesian coordinates (Å):
1 N 0.25248 -0.27536 -1.36137
2 N 0.01196 0.40492 1.12719
3 N -0.96740 -0.91769 -0.81845
4 N 0.59109 1.52689 1.15268
5 C 0.04826 -0.55501 0.12635
6 H 0.51894 1.89274 2.10765
7 H -1.18171 -1.88306 -0.88988
8 H 0.16622 0.65228 -1.61636
9 H 1.12393 -0.73299 -1.69766
10 H -0.56377 -0.11272 1.86985

Results
Kohn-Sham gap (alpha / beta) = 8.47 / 8.61 eV
charge = +1
LUMO level (alpha / beta) = -5.259 / -5.172 eV

Just the Löwdin charges please, in e? Sure, here they are:
1. N 0.168
2. N -0.071
3. N 0.136
4. N 0.172
5. C -0.181
6. H 0.105
7. H 0.121
8. H 0.132
9. H 0.200
10. H 0.219

Verdict on stability: (a) comes out at the bottom.